[1]
ORCA calculation (the ωB97M-V functional and the def2-TZVPD basis) on C24H39O22P as an isolated structure in a non-equilibrium geometry.

XYZ file:
```
86
Properties=species:S:1:pos:R:3:forces:R:3
C 0.295463 -0.135893 0.623491 1.0 -2.1 1.4
C -0.701406 0.943113 0.696408 0.2 -0.3 -0.5
O -1.596710 0.447886 1.720885 -0.2 1.1 1.1
C -1.267846 -0.814504 2.172943 -3.3 2.7 -0.1
O -1.976848 -1.437034 2.981449 2.0 5.0 -7.8
O -0.210518 -1.162947 1.557949 2.6 0.0 -0.9
H 1.328186 0.040412 0.924328 -0.4 -0.3 0.3
H 0.206380 -0.542020 -0.384095 0.0 -1.2 1.4
H -1.158594 0.995009 -0.291713 0.1 -0.6 0.8
H -0.369246 1.980204 0.743320 0.4 -0.6 1.3
C -2.115649 -2.055959 4.917988 -1.6 -0.6 1.3
C -2.561433 -1.647358 6.285572 0.0 0.7 -0.4
O -2.188565 -2.758070 7.063041 -0.5 0.2 2.3
C -1.518347 -3.655073 6.366754 1.9 -4.8 3.1
O -1.017760 -4.730322 6.816465 -2.1 4.4 -1.6
O -1.458058 -3.295298 5.127081 -0.5 2.1 0.7
H -1.553864 -1.280208 4.397695 0.7 -0.8 2.5
H -2.843417 -2.323595 4.151943 -0.8 0.1 1.6
H -3.614827 -1.384799 6.383196 0.0 -0.5 0.1
H -1.994866 -0.742371 6.504895 0.1 -0.2 0.9
C -0.340859 -4.353162 3.264389 0.6 0.2 -1.5
C -1.143226 -3.524837 2.168320 0.3 0.3 6.3
O -1.246097 -4.379226 1.150007 -0.7 3.6 -4.3
C -1.078241 -5.545486 1.537166 2.6 -8.7 -1.9
O -1.107736 -6.545541 0.797718 -0.9 2.2 1.5
O -0.567381 -5.659871 2.752676 -0.2 -0.1 1.2
H -0.647986 -4.184689 4.296562 0.7 -1.6 -2.1
H 0.719806 -4.105897 3.220117 0.4 -0.2 -0.4
H -0.662810 -2.547124 2.205413 -0.1 -3.0 -1.7
H -2.129149 -3.416312 2.620305 -0.2 -0.1 -0.4
C 1.149971 4.091095 3.335280 -0.8 -0.3 0.6
C 1.196994 2.622256 2.952662 0.5 -0.8 -0.5
O 2.523026 2.463154 2.346053 -2.2 -0.7 0.6
C 3.031182 3.668416 2.225189 3.6 0.7 -2.5
O 4.012837 3.894766 1.557923 -0.7 -0.3 0.7
O 2.384649 4.626153 2.845440 -1.7 0.5 1.7
H 0.944543 3.967031 4.398527 1.2 1.3 0.5
H 0.330272 4.729710 3.006094 0.0 -0.3 -0.7
H 0.412157 2.300505 2.268108 0.4 0.0 0.1
H 1.192411 1.990079 3.840599 -0.1 0.0 -0.1
C -3.913682 -2.038767 0.027910 -2.1 1.9 1.9
C -3.799826 -0.421707 0.245874 0.4 -8.4 1.3
O -2.596671 -0.198175 -0.445184 0.6 0.2 -0.3
C -2.054834 -1.321622 -0.888444 2.2 1.2 -2.2
O -0.966853 -1.431787 -1.433577 -1.1 0.5 0.4
O -2.886768 -2.259380 -0.809397 0.4 -4.4 -1.9
H -4.854737 -2.381398 -0.402312 0.1 0.1 -0.1
H -3.718483 -2.621993 0.927819 -0.2 0.1 0.3
H -3.714755 -0.383792 1.331889 0.4 0.9 -0.1
H -4.543417 0.267594 -0.154171 0.9 -5.2 0.0
C -2.006452 3.328227 0.205289 0.3 0.6 0.5
C -3.108230 4.356492 0.195123 0.3 -0.1 -1.0
O -4.265263 3.525089 0.100768 -1.4 1.5 -0.1
C -3.984834 2.253712 -0.050096 1.3 0.8 1.1
O -4.781322 1.369840 -0.121771 -3.7 9.8 -1.5
O -2.644976 2.079803 0.065501 -2.1 0.9 -0.5
H -1.495370 3.364359 1.167370 0.3 -0.1 -0.2
H -1.365921 3.458928 -0.666917 0.4 0.0 0.4
H -2.924324 4.906050 -0.728063 -0.9 0.4 0.0
H -3.152556 5.050764 1.034246 -0.2 -0.4 0.0
C 6.417409 0.289111 -5.671612 -1.3 -0.1 -0.5
C 5.381945 0.721941 -4.575905 1.6 -0.1 0.1
O 4.083861 0.148907 -4.711980 -1.1 0.7 -1.1
P 2.684918 1.010238 -4.632795 1.7 -2.4 -1.4
O 2.861768 2.436669 -4.835513 -0.2 0.7 -0.6
O 1.731371 0.112149 -5.640637 0.2 1.9 4.0
C 2.044114 -0.290932 -6.919104 2.0 -0.3 -1.6
C 0.954461 -1.077473 -7.567893 -0.8 -0.1 -0.6
O 2.234544 0.673327 -3.179747 -1.9 -2.0 -1.1
C 2.460596 1.437088 -2.054476 2.0 1.2 1.2
C 1.358604 1.293020 -1.023161 0.7 0.6 -1.7
H 6.321831 -0.742374 -6.010729 0.0 -0.3 0.7
H 6.210943 0.804488 -6.609624 -0.1 0.5 0.1
H 7.462150 0.495815 -5.439508 -0.2 0.0 0.5
H 5.711610 0.417126 -3.582675 0.3 -0.2 0.0
H 5.421041 1.811047 -4.555207 -0.7 0.1 -0.1
H 2.289700 0.560208 -7.554201 -0.1 0.3 0.0
H 2.960140 -0.881135 -6.944623 0.2 -0.2 0.5
H 0.281171 -1.601903 -6.889845 0.1 0.2 0.2
H 0.399344 -0.385197 -8.200905 -0.5 -0.3 0.1
H 1.373143 -1.842484 -8.221774 0.1 0.1 0.0
H 3.411678 1.154887 -1.602911 0.1 -1.0 0.3
H 2.824978 2.410321 -2.383327 -1.2 0.8 0.2
H 0.991460 0.267072 -1.050492 1.0 1.1 -1.4
H 1.733190 1.409589 -0.006207 0.2 0.9 -0.6
H 0.516863 1.934064 -1.285152 0.0 0.2 0.2
```
Positions in Å, forces in eV/Å.

As for the max |F|: 10.62 eV/Å. The total energy comes out at -2934.14038 Eh.

These are the Löwdin partial charges, in e, on atoms 1 to 6:
1. C -0.10
2. C -0.19
3. O 0.07
4. C -0.49
5. O -0.05
6. O 0.10

---

[2]
ORCA calculation (the ωB97M-V functional and the def2-TZVPD basis) on C24H40As2N4O11P2Ti as an isolated structure.

XYZ file:
```
84
Properties=species:S:1:pos:R:3:forces:R:3
Ti 0.202024 -0.837287 -0.762481 0.2 -0.2 -0.7
C -2.365015 -4.959656 -0.087606 0.0 0.0 0.0
C -2.074228 -3.625519 -0.747824 0.0 0.0 -0.1
O -2.927658 -3.454888 -1.898326 0.0 0.0 0.1
P -2.418918 -2.201006 0.388225 -0.2 0.0 0.1
O -3.997900 -2.044753 0.190506 0.0 0.0 0.1
O -2.106375 -2.444093 1.819802 0.1 0.0 0.1
O -1.718097 -0.963350 -0.213363 -0.1 0.0 0.1
P -0.350243 -3.364315 -1.256751 0.1 -0.1 0.0
O 0.154146 -4.776662 -1.772752 0.0 0.0 0.0
O 0.417426 -2.838543 -0.053654 -0.1 -0.1 0.0
O -0.400881 -2.295091 -2.332047 0.0 0.0 0.2
H -3.396802 -4.990694 0.263573 0.0 0.0 0.0
H -1.706451 -5.100866 0.769018 0.0 0.0 0.0
H -2.209012 -5.765486 -0.803396 0.0 0.0 0.0
H -2.452686 -2.869949 -2.511209 0.0 0.0 0.0
H -4.230843 -2.314427 -0.713615 0.0 0.0 0.0
H -0.636210 -1.523525 2.131575 -0.1 0.0 0.0
H 1.047267 -4.750163 -2.139661 0.0 0.0 0.0
C 0.212287 3.078787 -0.402283 0.0 -0.1 0.0
As 0.142640 1.658979 -1.744984 0.0 0.4 -0.1
C 1.875593 1.987707 -2.566744 -0.1 -0.1 0.1
C -1.079580 2.419028 -3.071137 -0.1 0.0 0.0
C -0.592191 2.799408 -4.320179 0.0 0.0 0.1
C -1.441780 3.301814 -5.292314 0.0 0.0 0.0
C -2.795431 3.430306 -5.024673 0.0 0.0 -0.1
C -3.291370 3.040693 -3.790868 0.0 0.0 0.1
C -2.453350 2.526717 -2.804504 0.2 0.0 0.0
As -3.183796 1.878704 -1.093935 -0.2 0.1 -0.1
C -4.697604 3.135026 -0.935444 0.1 0.0 0.1
C -4.192984 0.390740 -1.873653 0.0 -0.1 0.1
H 0.476965 4.025045 -0.865697 0.0 0.1 -0.1
H 0.977095 2.791536 0.318730 0.0 0.0 0.0
H -0.746548 3.170308 0.100503 0.0 0.0 0.0
H 1.965407 3.019764 -2.892135 0.0 0.1 0.0
H 2.038211 1.303434 -3.394935 0.0 0.0 0.0
H 2.627897 1.779651 -1.807260 0.0 0.0 0.0
H 0.459237 2.696751 -4.548271 0.0 0.0 0.0
H -1.044255 3.590194 -6.257329 0.0 0.0 0.0
H -3.466679 3.826310 -5.777691 0.0 0.0 0.0
H -4.353697 3.133120 -3.602124 0.0 0.0 0.0
H -5.403239 3.056104 -1.760222 0.0 0.0 0.0
H -4.320390 4.155776 -0.882068 0.0 0.0 0.0
H -5.225272 2.912577 -0.008403 0.0 0.0 0.0
H -4.802053 0.730728 -2.707524 0.0 0.1 -0.1
H -4.828526 -0.051112 -1.106010 0.0 0.0 0.0
H -3.480974 -0.358694 -2.219372 0.0 0.0 0.0
C 1.226957 0.976457 5.307707 0.0 0.0 0.0
N 0.990874 -0.237921 4.536871 0.2 0.0 0.1
C 2.136781 -1.136764 4.425628 0.0 0.0 0.0
C -0.021496 -0.330797 3.650916 0.3 0.3 0.1
N 0.152710 -0.971686 2.516927 -0.3 -0.5 0.0
N -1.183479 0.282983 3.911908 -0.3 0.0 0.1
C -1.740857 0.322991 5.257203 0.0 0.1 0.0
C -2.124589 0.617766 2.843503 0.0 0.0 0.1
H 2.214795 1.370607 5.064593 0.0 0.0 0.0
H 1.191542 0.777140 6.379958 0.0 0.0 0.0
H 0.487959 1.731450 5.060120 0.0 0.0 0.0
H 2.622073 -1.199413 5.397621 0.0 0.0 0.0
H 2.868854 -0.781755 3.693830 0.0 0.0 0.0
H 1.807089 -2.135205 4.147812 0.0 0.0 0.0
H 1.085998 -1.190408 2.206514 0.0 0.1 -0.2
H -1.078146 -0.162602 5.965825 0.1 0.0 0.0
H -2.694508 -0.207606 5.262031 0.0 0.0 0.0
H -1.915019 1.352224 5.575289 0.0 0.0 0.0
H -1.597120 0.755545 1.904840 0.0 0.0 -0.1
H -2.616615 1.552750 3.113815 0.0 0.0 0.0
H -2.872954 -0.163157 2.709062 0.0 0.0 0.0
O 1.702075 -0.085135 0.323494 -0.1 0.2 0.5
C 2.575002 -0.521089 -0.568491 0.5 0.1 0.1
O 2.003798 -0.998643 -1.628914 -0.1 -0.1 -0.4
C 3.966779 -0.464404 -0.365542 -0.2 0.1 0.1
C 4.529571 0.107620 0.808630 0.0 0.1 0.1
C 5.896089 0.150448 0.982604 0.0 0.0 -0.1
C 6.763778 -0.364508 0.020138 0.1 0.0 0.0
C 6.194103 -0.922637 -1.133317 -0.4 0.2 0.4
C 4.840843 -0.980867 -1.345896 0.2 -0.1 -0.1
N 7.075458 -1.467557 -2.156102 0.4 -0.1 -0.6
O 8.278818 -1.376214 -1.980278 -0.1 0.0 0.1
O 6.576900 -1.965943 -3.151890 0.0 0.0 0.2
H 3.861752 0.524677 1.553799 0.0 0.0 0.0
H 6.305603 0.595660 1.881639 0.0 0.0 0.0
H 7.835595 -0.342138 0.137913 0.0 0.0 0.0
H 4.447845 -1.420967 -2.249232 0.0 0.0 0.0
```
Positions in Å, forces in eV/Å.

As for the max |F|: 0.73 eV/Å. Its spin multiplicity is 3. The total energy comes out at -7989.17236 Eh.

These are the Löwdin partial charges, in e, on atoms 1 to 6:
1. Ti 0.87
2. C -0.05
3. C -0.57
4. O -0.07
5. P 0.39
6. O -0.13

---

[3]
ORCA calculation (the ωB97M-V functional and the def2-TZVPD basis) on C24H40Br2N3NbO2S2 as an isolated structure in a non-equilibrium geometry.

XYZ file:
```
74
Properties=species:S:1:pos:R:3:forces:R:3
C -5.372846 1.802593 3.179567 0.5 -0.8 -0.1
C -4.516189 0.591128 2.740283 -1.6 -0.6 0.0
N -4.216279 0.555367 1.304508 2.3 1.4 0.4
Nb -2.335949 1.162712 0.701335 -1.2 -0.4 -2.2
Br -3.276221 3.644938 0.861700 0.2 -0.2 0.1
C -2.938675 1.166518 -1.462074 0.9 -0.7 0.1
C -2.651370 -0.079110 -2.333563 -0.2 0.3 -0.5
C -1.178535 -0.371366 -2.727308 0.3 0.2 0.4
S -0.830485 -2.160714 -2.552032 0.1 0.0 0.1
C 0.922805 -2.427271 -2.687589 -0.7 0.3 -0.3
S 1.389973 -3.506179 -3.791296 0.1 -0.5 -0.1
N 1.817939 -1.701186 -1.828534 0.1 -0.1 -1.0
C 2.745454 -0.875294 -2.541153 -0.1 -0.2 0.5
C 3.881978 -0.432378 -1.898307 0.3 0.0 0.9
C 4.797011 0.363388 -2.531185 0.4 0.4 0.2
C 4.607704 0.756965 -3.831812 0.6 0.2 0.1
C 3.479764 0.321266 -4.472968 0.1 0.5 -0.9
C 2.558475 -0.474215 -3.845928 -0.9 -0.2 -0.3
C 2.448108 -2.526835 -0.824284 -0.5 0.4 0.2
C 2.350545 -2.092971 0.472119 -0.5 0.9 0.4
C 2.946666 -2.763986 1.512587 -0.1 0.4 0.0
C 3.661634 -3.901596 1.240372 0.2 -0.2 1.1
C 3.757465 -4.358935 -0.047845 0.3 -0.5 0.2
C 3.162536 -3.672996 -1.074136 0.2 -0.4 -1.0
C -1.588363 -0.949920 0.682154 0.0 0.7 1.4
C -1.583376 -1.644496 2.073858 0.2 -0.9 -1.6
C -0.501401 -2.736754 2.123080 -0.3 -0.2 0.3
Br -3.303299 -2.618260 2.201690 -0.1 0.3 0.5
O -0.513825 1.828828 0.112650 -1.5 0.2 1.5
C 0.137515 2.831685 0.870752 1.0 -0.2 -0.5
C 0.583292 3.993179 -0.028157 -0.3 -0.8 -1.3
C 1.076590 3.402472 -1.343219 0.2 -0.1 0.1
O -0.464355 4.891455 -0.318898 0.3 0.7 0.7
H -5.874562 2.208751 2.308446 0.0 0.4 0.0
H -6.140092 1.439970 3.856492 -0.1 0.1 0.3
H -4.750314 2.536054 3.676792 -0.1 0.4 -0.1
H -3.634776 0.510054 3.368143 0.3 0.0 -0.2
H -5.117744 -0.294699 2.960958 0.1 -0.2 0.1
H -4.911031 1.101382 0.807348 -0.2 -0.2 -0.1
H -1.701185 1.349443 2.479744 0.5 -0.1 0.7
H -4.000257 1.407412 -1.526831 -0.1 -0.1 0.1
H -2.415008 2.000277 -1.934091 0.0 0.2 0.1
H -3.134544 -0.973447 -1.948313 0.0 -0.1 0.3
H -3.144707 0.111639 -3.288379 -0.2 -0.2 -0.1
H -0.433471 0.218895 -2.193017 -0.1 0.0 0.4
H -1.057688 -0.128309 -3.778117 0.1 -0.1 -0.2
H 4.091302 -0.677606 -0.871755 -0.1 -0.2 0.2
H 5.660439 0.699459 -1.981448 0.2 0.0 0.1
H 5.342423 1.387476 -4.303298 0.0 0.1 -0.3
H 3.334152 0.624898 -5.498032 -0.2 0.0 -0.1
H 1.672608 -0.768851 -4.382017 -0.1 -0.1 -0.1
H 1.806749 -1.177750 0.664713 -0.1 0.1 -0.1
H 2.830199 -2.358900 2.504649 0.2 -0.1 0.3
H 4.148727 -4.412795 2.056479 0.1 -0.2 0.0
H 4.313682 -5.264721 -0.222186 0.1 -0.1 -0.3
H 3.282145 -4.037859 -2.079798 -0.1 0.0 -0.2
H -2.144944 -1.622278 0.039782 0.0 0.1 -0.4
H -0.551466 -0.911155 0.350915 0.2 0.0 -0.2
H -1.488473 -0.929754 2.880144 -0.4 -0.1 0.3
H 0.343408 -2.468197 2.757346 0.2 0.1 0.0
H -0.910898 -3.665441 2.502987 0.1 -0.1 0.3
H -0.142319 -2.967994 1.127288 0.1 0.1 -0.2
H 1.064743 2.364672 1.252687 0.1 0.1 0.1
H -0.432347 3.176322 1.732599 -0.3 0.2 -0.1
H 1.449124 4.507762 0.386625 -0.3 0.4 0.6
H 1.686407 4.106167 -1.900541 0.1 0.2 0.0
H 1.651146 2.517732 -1.119851 0.4 -0.4 -0.2
H 0.247655 3.087818 -1.973732 -0.2 -0.1 0.0
H -0.835281 4.650403 -1.168074 -0.2 -0.1 0.0
N -0.225408 0.926746 4.512672 0.4 0.1 0.3
H -1.231493 1.081383 4.630497 -0.1 0.1 -0.4
H 0.048696 1.360643 3.618273 -0.5 0.0 -0.2
H 0.291318 1.342982 5.288989 0.0 0.0 0.0
H -0.041202 -0.076616 4.468548 -0.1 0.0 -0.1
```
Positions in Å, forces in eV/Å.

As for the max |F|: 2.71 eV/Å. The total energy comes out at -7254.44448 Eh.

These are the Löwdin partial charges, in e, on atoms 1 to 6:
1. C -0.12
2. C -0.43
3. N -0.26
4. Nb 1.52
5. Br 0.02
6. C -0.35